Entry 1:
Entry from OMol25: an isolated molecule of C8H8ClN3O2S at a distorted geometry (ωB97M-V/def2-TZVPD).

Each line ends with the natural charge from an NBO analysis.
Element x y z (Å)
1 C 2.678 1.167 0.185  -0.1323
2 C 3.157 -0.143 0.277  -0.2668
3 C 1.330 1.407 0.331  -0.2615
4 C 2.260 -1.165 0.488  0.0788
5 C 0.502 0.309 0.582  0.3859
6 C -3.003 0.688 0.048  -0.1668
7 C -2.817 -0.487 0.698  -0.0498
8 C -1.682 1.362 -0.017  -0.3051
9 N 0.956 -0.948 0.651  -0.4735
10 N -0.858 0.411 0.711  -0.1539
11 N -1.531 -0.656 1.082  -0.1682
12 O 0.812 -2.644 -1.553  -0.9102
13 O -0.248 -0.422 -1.735  -0.9650
14 S -0.159 -1.709 -1.053  1.8426
15 Cl -2.025 -2.619 -1.602  -0.3352
16 H 3.358 1.982 -0.006  0.2249
17 H 4.209 -0.349 0.186  0.2286
18 H 0.921 2.398 0.240  0.2258
19 H 2.562 -2.200 0.540  0.2212
20 H -3.906 1.086 -0.369  0.2324
21 H -3.533 -1.249 0.930  0.2352
22 H -1.312 1.423 -1.051  0.2780
23 H -1.670 2.359 0.435  0.2349

Its total energy is -40345.1011 eV. The value obtained for the HOMO-LUMO gap (alpha / beta) is 7.314 / 5.542 eV. For the HOMO energy (alpha / beta), the calculation gives -8.4 / -7.6 eV. The energy above the lowest of the compared OMol25 structures with the same formula, charge and spin comes out at 3.0513 eV. The value obtained for the LUMO energy (alpha / beta) is -1.13 / -2.05 eV. Its charge is 0.


Entry 2:
Entry from OMol25: a cluster of 2 separate species, C8H8F3NO2 in total at a distorted geometry (ωB97M-V/def2-TZVPD).

Each line ends with the natural charge from an NBO analysis.
Element x y z (Å)
1 C 2.202 0.038 1.374  -0.2843
2 C 1.735 -0.658 0.332  -0.1321
3 C 2.474 -1.241 -0.829  -0.6170
4 C 0.382 -1.031 0.448  0.1468
5 C -0.812 -1.253 0.206  -0.1934
6 C -2.209 -1.480 0.541  0.9430
7 F -2.714 -2.461 -0.199  -0.3172
8 F -3.100 -0.426 0.366  -0.3257
9 F -2.358 -1.980 1.786  -0.3132
10 H 3.234 0.255 1.463  0.1904
11 H 1.611 0.458 2.205  0.2290
12 H 3.510 -1.034 -0.951  0.2281
13 H 1.851 -1.043 -1.667  0.2215
14 H 2.421 -2.262 -0.767  0.2235
15 C -0.545 1.246 -2.055  -0.4403
16 C -0.894 1.518 -0.849  0.2158
17 N -1.061 1.970 0.326  0.3196
18 O -0.298 1.871 1.267  -0.5141
19 O -2.302 2.565 0.569  -0.5420
20 H -0.671 0.190 -2.512  0.2429
21 H -0.088 2.084 -2.555  0.2309
22 H -2.367 2.675 1.502  0.4880

Its total energy is -22155.0896 eV. Its SMILES is C=C(C)C#CC(F)(F)F.C=C=[N+]([O-])O. The value obtained for the HOMO-LUMO gap is 9.309 eV. For the HOMO energy, the calculation gives -8.9 eV. The energy above the lowest of the compared OMol25 structures with the same formula, charge and spin comes out at 6.1441 eV. The value obtained for the LUMO energy is 0.41 eV. Its charge is 0.


Entry 3:
Entry from OMol25: a structure of composition C8H8F5N3OS2SnTe at a distorted geometry (ωB97M-V/def2-TZVPD).

Each line ends with the natural charge from an NBO analysis.
Element x y z (Å)
1 Sn -0.020 -0.670 -0.522  1.5566
2 C 6.020 2.262 -0.291  -0.7740
3 S 4.726 0.938 -0.513  0.7519
4 C 2.181 2.412 0.140  0.0568
5 S 3.251 1.144 0.946  0.2685
6 N 1.840 3.308 -0.488  -0.2014
7 N -0.331 1.441 0.752  -0.2859
8 C -1.250 2.001 0.063  0.0217
9 C -2.540 1.243 0.045  0.1067
10 C -3.841 1.746 -0.021  -0.1647
11 C -4.878 0.878 0.343  -0.1106
12 C -4.553 -0.392 0.769  -0.1870
13 C -3.253 -0.890 0.637  0.0825
14 N -2.291 -0.069 0.282  -0.5365
15 H 6.314 2.346 0.767  0.3019
16 H 5.674 3.186 -0.743  0.2999
17 H 6.886 1.947 -0.930  0.3026
18 H -1.162 3.002 -0.332  0.2670
19 H -4.102 2.743 -0.285  0.2582
20 H -5.905 1.152 0.369  0.2579
21 H -5.370 -1.027 0.938  0.2529
22 H -2.930 -1.909 0.823  0.2418
23 F 1.801 -2.469 -1.139  -0.6503
24 Te 0.765 -3.845 -0.341  3.4831
25 F -0.202 -5.264 0.382  -0.5653
26 F 2.066 -4.032 0.940  -0.5821
27 F 1.654 -5.010 -1.372  -0.5642
28 F -0.481 -3.768 -1.707  -0.6024
29 O -0.067 -2.404 0.487  -1.2857

Its total energy is -63304.9787 eV. The value obtained for the HOMO-LUMO gap (alpha / beta) is 7.521 / 4.216 eV. For the HOMO energy (alpha / beta), the calculation gives -16.0 / -16.2 eV. The value obtained for the LUMO energy (alpha / beta) is -8.52 / -11.98 eV. Its charge is +2.


Entry 4:
Entry from OMol25: an isolated molecule of C8H8FNO at a distorted geometry (ωB97M-V/def2-TZVPD).

Each line ends with the natural charge from an NBO analysis.
Element x y z (Å)
1 C 2.766 -1.003 0.312  -0.7346
2 C 2.369 0.513 -0.111  0.7044
3 O 3.268 1.288 -0.249  -0.5865
4 N 1.068 0.944 -0.075  -0.6121
5 C -0.114 0.446 0.138  0.0554
6 C -0.479 -0.806 -0.124  -0.2232
7 C -1.863 -1.287 -0.313  -0.1877
8 C -2.896 -0.303 0.019  -0.1961
9 C -2.594 0.932 0.093  -0.2972
10 C -1.231 1.250 0.159  0.3975
11 F -0.889 2.610 -0.011  -0.3630
12 H 3.901 -0.917 0.481  0.2498
13 H 2.227 -1.277 1.213  0.2310
14 H 2.673 -1.548 -0.714  0.2384
15 H 1.030 1.911 -0.433  0.4273
16 H 0.120 -1.715 -0.145  0.2233
17 H -2.061 -2.282 -0.414  0.2089
18 H -4.074 -0.597 -0.029  0.2179
19 H -3.220 1.839 0.205  0.2465

Its total energy is -14678.4970 eV. Its SMILES is CC(=O)Nc1ccccc1F. The value obtained for the HOMO-LUMO gap is 9.524 eV. For the HOMO energy, the calculation gives -8.8 eV. The energy above the lowest of the compared OMol25 structures with the same formula, charge and spin comes out at 2.3080 eV. The value obtained for the LUMO energy is 0.72 eV. Its charge is 0.


Entry 5:
Entry from OMol25: the ion C8H8FO4S with charge -1 at a distorted geometry (ωB97M-V/def2-TZVPD).

Each line ends with the natural charge from an NBO analysis.
Element x y z (Å)
1 C 0.434 1.841 -1.626  -0.6741
2 C 0.107 0.410 -1.347  0.6776
3 F -0.820 -0.139 -2.122  -0.3075
4 O 1.528 -0.586 -1.581  -0.8114
5 S 1.112 -2.122 -1.743  2.5945
6 O 2.402 -2.727 -1.629  -1.0151
7 O 0.189 -2.384 -0.672  -1.0514
8 O 0.428 -2.229 -2.993  -1.0306
9 C -0.213 0.283 0.116  -0.1651
10 C 0.567 -0.493 0.971  -0.1096
11 C 0.245 -0.569 2.351  -0.2363
12 C -0.888 0.060 2.841  -0.2094
13 C -1.673 0.775 1.968  -0.2797
14 C -1.302 0.912 0.674  -0.1282
15 H 0.949 1.837 -2.668  0.2343
16 H -0.519 2.295 -1.787  0.2226
17 H 1.001 2.271 -0.862  0.2312
18 H 1.388 -1.114 0.607  0.2694
19 H 0.772 -1.154 3.078  0.2038
20 H -1.225 -0.106 3.929  0.1967
21 H -2.576 1.235 2.471  0.2017
22 H -1.905 1.704 0.023  0.1865

Its total energy is -30168.7794 eV. Its SMILES is C[C@@](F)(OS(=O)(=O)[O-])c1ccccc1. The value obtained for the HOMO-LUMO gap is 8.086 eV. For the HOMO energy, the calculation gives -4.9 eV. The energy above the lowest of the compared OMol25 structures with the same formula, charge and spin comes out at 0.3527 eV. The value obtained for the LUMO energy is 3.23 eV. Its charge is -1.


Entry 6:
Entry from OMol25: an isolated molecule of C8H8INO2 at a distorted geometry (ωB97M-V/def2-TZVPD).

Each line ends with the natural charge from an NBO analysis.
Element x y z (Å)
1 C -1.501 1.795 0.930  -0.6002
2 C -0.475 0.398 1.407  -0.0631
3 I 0.486 1.041 3.183  0.2017
4 C 0.344 -0.051 0.254  -0.1250
5 C -0.368 0.059 -1.007  -0.1760
6 C 0.371 -0.297 -2.143  -0.1946
7 C 1.520 -1.018 -2.175  -0.2137
8 C 2.128 -1.260 -0.924  -0.1964
9 C 1.598 -0.645 0.212  -0.2018
10 N -1.414 -0.713 1.665  0.4864
11 O -2.299 -0.835 0.847  -0.3700
12 O -1.166 -1.435 2.598  -0.3497
13 H -1.805 2.480 1.670  0.2253
14 H -0.866 2.455 0.201  0.2232
15 H -2.276 1.406 0.141  0.2378
16 H -1.391 0.306 -1.115  0.2285
17 H -0.065 -0.021 -3.151  0.2104
18 H 2.019 -1.177 -3.125  0.2268
19 H 3.056 -1.768 -0.644  0.2267
20 H 2.104 -0.720 1.177  0.2238

Its total energy is -22106.6325 eV. Its SMILES is C[C@](I)(c1ccccc1)[N+](=O)[O-]. The value obtained for the HOMO-LUMO gap is 9.300 eV. For the HOMO energy, the calculation gives -9.5 eV. The energy above the lowest of the compared OMol25 structures with the same formula, charge and spin comes out at 4.1036 eV. The value obtained for the LUMO energy is -0.23 eV. Its charge is 0.


Entry 7:
Entry from OMol25: a structure of composition C8H8InN2O2 at a distorted geometry (ωB97M-V/def2-TZVPD).

Each line ends with the natural charge from an NBO analysis.
Element x y z (Å)
1 In -2.326 -2.411 -0.227  1.1006
2 C -5.838 0.435 -3.195  -0.7395
3 C -5.058 -0.365 -2.255  0.4921
4 N -4.472 -0.997 -1.486  -0.5287
5 H -6.839 0.045 -3.365  0.3064
6 H -5.245 0.379 -4.118  0.2907
7 H -5.858 1.473 -2.868  0.2914
8 C 3.497 0.478 2.880  -0.0129
9 C 3.096 1.495 2.061  -0.2313
10 C 2.381 1.249 0.857  0.2322
11 C 2.229 -0.121 0.400  0.1683
12 C 2.698 -1.133 1.164  -0.2432
13 C 3.326 -0.881 2.412  0.2594
14 N 1.281 -0.286 -0.700  0.4962
15 O 1.513 0.388 -1.660  -0.1265
16 O 0.358 -1.085 -0.646  -0.3062
17 H 4.000 0.629 3.830  0.3116
18 H 3.305 2.502 2.408  0.3202
19 H 1.944 2.132 0.393  0.3098
20 H 2.483 -2.193 1.057  0.3150
21 H 3.526 -1.732 3.058  0.2944

Its total energy is -20634.6740 eV. The value obtained for the HOMO-LUMO gap is 2.114 eV. For the HOMO energy, the calculation gives -19.9 eV. The value obtained for the LUMO energy is -17.83 eV. Its charge is +3.


Entry 8:
Entry from OMol25: a structure of composition C8H8N2O3SeSn at a distorted geometry (ωB97M-V/def2-TZVPD).

Each line ends with the natural charge from an NBO analysis.
Element x y z (Å)
1 O 0.665 -2.502 3.169  -0.4338
2 C 0.473 -1.811 2.279  0.4507
3 Sn -0.807 0.970 -1.003  1.1797
4 C 0.100 -1.441 -2.113  0.4989
5 C 1.853 2.030 0.154  0.5008
6 O 0.417 -2.189 -2.916  -0.3441
7 O 2.790 2.671 0.320  -0.3760
8 C -2.505 3.400 1.574  -0.4395
9 N -3.023 2.989 0.303  -0.3224
10 C -3.342 3.836 -0.739  -0.0053
11 C -3.673 3.045 -1.794  -0.0387
12 N -3.541 1.742 -1.362  -0.3456
13 C -3.694 0.584 -2.200  -0.4620
14 C -3.064 1.687 -0.081  0.0560
15 Se -2.546 0.174 0.950  -0.0013
16 H -1.600 4.005 1.409  0.2364
17 H -2.220 2.526 2.184  0.2537
18 H -3.297 3.968 2.090  0.2650
19 H -3.309 4.896 -0.577  0.2796
20 H -4.000 3.239 -2.797  0.2799
21 H -4.757 0.528 -2.492  0.2835
22 H -3.019 0.687 -3.064  0.2282
23 H -3.444 -0.351 -1.676  0.2562

Its total energy is -88707.8953 eV. The value obtained for the HOMO-LUMO gap is 7.806 eV. For the HOMO energy, the calculation gives -16.8 eV. The energy above the lowest of the compared OMol25 structures with the same formula, charge and spin comes out at 0.0000 eV. The value obtained for the LUMO energy is -9.02 eV. Its charge is +2.


Entry 9:
Entry from OMol25: an isolated molecule of C8H8N2O4 at a distorted geometry (ωB97M-V/def2-TZVPD).

Each line ends with the natural charge from an NBO analysis.
Element x y z (Å)
1 C -3.222 0.256 0.074  -0.2214
2 C -2.742 1.579 0.142  -0.1134
3 C -2.277 -0.755 0.080  -0.3145
4 C -1.442 1.895 -0.002  -0.3417
5 C -0.901 -0.495 0.096  0.1777
6 C -0.491 0.838 -0.061  0.3676
7 C 1.418 -1.235 0.332  0.2013
8 C 1.818 0.311 -0.421  0.1507
9 N 0.010 -1.484 0.157  -0.4561
10 N 3.146 0.866 -0.001  0.4300
11 O 3.944 0.039 0.230  -0.5022
12 O 3.184 2.065 0.232  -0.4835
13 O 0.810 1.243 -0.226  -0.4093
14 O 2.088 -2.245 -0.382  -0.7194
15 H -4.341 -0.097 0.018  0.2365
16 H -3.634 2.312 0.178  0.2300
17 H -2.607 -1.759 -0.096  0.2178
18 H -1.171 2.907 -0.086  0.2472
19 H 1.670 -1.340 1.505  0.1919
20 H 2.002 -0.159 -1.471  0.1836
21 H -0.201 -2.370 -0.267  0.4232
22 H 2.939 -2.370 -0.028  0.5040

Its total energy is -19586.8949 eV. The value obtained for the HOMO-LUMO gap (alpha / beta) is 3.141 / 6.148 eV. For the HOMO energy (alpha / beta), the calculation gives -3.7 / -9.5 eV. The energy above the lowest of the compared OMol25 structures with the same formula, charge and spin comes out at 2.4881 eV. The value obtained for the LUMO energy (alpha / beta) is -0.54 / -3.38 eV. Its charge is 0. As for the spin multiplicity: 3. The expectation value of S² is 2.014.


Entry 10:
Entry from OMol25: an isolated molecule of C8H8N2OS at a distorted geometry (ωB97M-V/def2-TZVPD).

Each line ends with the natural charge from an NBO analysis.
Element x y z (Å)
1 O -0.496 -1.435 -3.094  -0.5323
2 C -0.283 -0.324 -2.677  0.5081
3 N -1.138 0.358 -1.811  -0.3246
4 C -1.195 0.613 -0.414  0.0967
5 C -0.069 0.428 0.522  -0.0985
6 C 0.171 1.170 1.646  -0.1685
7 C 1.359 0.952 2.407  -0.1933
8 C 2.247 0.033 1.952  -0.2033
9 C 2.022 -0.739 0.832  -0.1992
10 C 0.883 -0.538 0.101  -0.1898
11 N -1.824 -0.554 -1.070  -0.3861
12 S -3.539 -0.602 -0.827  0.1282
13 H 0.302 0.381 -3.333  0.1361
14 H -1.898 1.374 -0.291  0.2043
15 H -0.420 1.964 1.915  0.2065
16 H 1.399 1.423 3.287  0.2076
17 H 3.189 0.043 2.447  0.2138
18 H 2.683 -1.531 0.430  0.2243
19 H 0.615 -1.239 -0.741  0.2359
20 H -4.008 -1.779 -1.282  0.1341

Its total energy is -24284.5691 eV. Its SMILES is O=CN1[C@H](c2ccccc2)N1S. The value obtained for the HOMO-LUMO gap is 9.492 eV. For the HOMO energy, the calculation gives -8.9 eV. The energy above the lowest of the compared OMol25 structures with the same formula, charge and spin comes out at 3.2873 eV. The value obtained for the LUMO energy is 0.58 eV. Its charge is 0.


Entry 11:
Entry from OMol25: an isolated molecule of C8H8N2OS at a distorted geometry (ωB97M-V/def2-TZVPD).

Each line ends with the natural charge from an NBO analysis.
Element x y z (Å)
1 C -1.957 -1.395 -0.497  -0.2070
2 C -2.226 -0.180 -1.132  -0.2168
3 C -0.713 -1.667 0.000  -0.2568
4 C -1.234 0.773 -1.236  -0.2457
5 C 0.348 -0.722 -0.110  0.0887
6 C 0.038 0.529 -0.732  0.2947
7 C 1.198 2.206 1.527  -0.3842
8 C 1.045 2.456 0.120  0.0214
9 N 1.603 -0.883 0.295  -0.2209
10 N 1.990 -1.967 0.950  -0.5730
11 O 1.011 1.487 -0.872  -0.4966
12 S -0.461 2.579 1.206  0.1758
13 H -2.748 -2.126 -0.404  0.2141
14 H -3.208 0.012 -1.533  0.2152
15 H -0.531 -2.615 0.486  0.1948
16 H -1.430 1.725 -1.707  0.2270
17 H 1.489 1.275 1.985  0.2199
18 H 1.369 3.403 -0.304  0.2132
19 H 2.990 -2.078 0.987  0.3834
20 H 1.425 -2.812 0.970  0.3529

Its total energy is -24284.0946 eV. The value obtained for the HOMO-LUMO gap (alpha / beta) is 7.042 / 7.098 eV. For the HOMO energy (alpha / beta), the calculation gives -7.2 / -7.5 eV. The energy above the lowest of the compared OMol25 structures with the same formula, charge and spin comes out at 3.7618 eV. The value obtained for the LUMO energy (alpha / beta) is -0.12 / -0.45 eV. Its charge is 0.


Entry 12:
Entry from OMol25: an isolated molecule of C8H8N2S at a distorted geometry (ωB97M-V/def2-TZVPD).

Each line ends with the natural charge from an NBO analysis.
Element x y z (Å)
1 N 1.926 1.515 2.973  -0.2976
2 C 0.885 1.387 2.533  0.2426
3 C -0.408 1.375 1.977  -0.3015
4 N -0.432 2.120 0.679  -0.7889
5 S -0.945 -0.379 1.900  0.2580
6 C -0.386 -0.794 0.288  -0.1781
7 C 0.964 -0.533 -0.052  -0.2487
8 C 1.404 -0.865 -1.309  -0.1949
9 C 0.454 -1.398 -2.245  -0.1966
10 C -0.879 -1.448 -1.869  -0.2005
11 C -1.315 -1.160 -0.640  -0.2352
12 H -0.999 2.001 2.692  0.2663
13 H 0.470 1.875 0.156  0.3724
14 H -1.180 1.684 0.103  0.3707
15 H 1.563 -0.257 0.831  0.2440
16 H 2.352 -0.525 -1.618  0.2213
17 H 0.567 -1.707 -3.248  0.2216
18 H -1.613 -1.715 -2.616  0.2109
19 H -2.430 -1.177 -0.535  0.2344

Its total energy is -22239.6403 eV. Its SMILES is N#C[C@@H](N)Sc1ccccc1. The value obtained for the HOMO-LUMO gap is 9.472 eV. For the HOMO energy, the calculation gives -9.1 eV. The energy above the lowest of the compared OMol25 structures with the same formula, charge and spin comes out at 2.4014 eV. The value obtained for the LUMO energy is 0.39 eV. Its charge is 0.


- Among the records above, which one has the lowest charge?
  C8H8FO4S